Entry 1:
Molecular formula: C32H34N6O4PS2Ti
Method: DFT, the ωB97M-V functional and the def2-TZVPD basis

Last column: Löwdin spin population.
CARTESIAN COORDINATES (ANGSTROEM)
Ti (-0.424211, 0.171361, 0.224281)  0.865
C (-0.351844, 0.223251, 4.649836)  0.007
C (-0.167354, 0.469354, 3.190723)  0.042
N (-0.921451, -0.056512, 2.289394)  -0.008
N (-1.926691, -0.869321, 2.790701)  -0.006
C (-3.077026, -0.605742, 2.221418)  -0.002
N (-4.120790, -1.403784, 2.577480)  0.000
S (-3.328982, 0.604612, 1.020833)  -0.003
C (0.840585, 1.409697, 2.666682)  0.019
C (1.702843, 2.159219, 3.465695)  0.002
C (2.574355, 3.042207, 2.858025)  0.019
C (2.565069, 3.156869, 1.472552)  0.002
C (1.675778, 2.388663, 0.749856)  0.016
N (0.812264, 1.552715, 1.331400)  0.007
H (-0.326367, -0.849825, 4.842090)  0.002
H (-1.339011, 0.568177, 4.961772)  0.002
H (0.407179, 0.708469, 5.253008)  0.000
H (-4.003415, -1.967632, 3.404966)  0.000
H (-5.044568, -1.091077, 2.345637)  0.000
H (1.704887, 2.039856, 4.537047)  0.000
H (3.263014, 3.622936, 3.456494)  0.001
H (3.246588, 3.813738, 0.951014)  0.000
H (1.651882, 2.409626, -0.332181)  0.001
C (3.853084, -1.092076, 0.324809)  -0.001
C (4.177584, -0.996896, -1.026824)  0.006
C (3.206437, -0.656286, -1.945305)  0.000
C (1.887015, -0.442395, -1.516962)  0.003
C (1.549176, -0.482588, -0.157640)  -0.011
C (2.568563, -0.794702, 0.744342)  0.005
C (0.785919, -0.296766, -2.480913)  0.004
C (1.023780, -0.242255, -3.885916)  0.000
C (-0.019858, -0.189746, -4.749163)  0.003
C (-1.347610, -0.198012, -4.250602)  0.000
C (-2.476869, -0.167517, -5.096044)  0.000
C (-3.739161, -0.181112, -4.569820)  0.000
C (-3.908890, -0.231103, -3.173429)  0.001
C (-2.828793, -0.260626, -2.331036)  0.002
C (-1.518748, -0.238556, -2.852882)  0.002
N (-0.449155, -0.278332, -1.992667)  0.001
H (4.597371, -1.435860, 1.029937)  0.000
H (5.182145, -1.228508, -1.353854)  0.000
H (3.477779, -0.617894, -2.991697)  0.000
H (2.349043, -0.861259, 1.806525)  0.000
H (2.036871, -0.245413, -4.253432)  0.000
H (0.146783, -0.154084, -5.819167)  0.000
H (-2.320817, -0.140505, -6.167729)  0.000
H (-4.603705, -0.164182, -5.219821)  0.000
H (-4.906645, -0.252081, -2.752668)  0.000
H (-2.985067, -0.289475, -1.262930)  0.001
C (-3.199859, 3.426480, -1.227006)  0.000
P (-1.545505, 3.349251, -0.534981)  0.002
C (-1.643603, 3.855605, 1.186229)  0.001
C (-0.564359, 4.587720, -1.395862)  0.000
O (-0.937553, 1.982672, -0.734363)  0.015
H (-3.596979, 4.440447, -1.155647)  0.000
H (-3.860835, 2.741796, -0.699476)  0.000
H (-3.155258, 3.128553, -2.275685)  0.000
H (-2.209355, 4.785241, 1.267272)  0.000
H (-0.643005, 4.010902, 1.590448)  0.000
H (-2.152526, 3.072479, 1.749513)  0.000
H (-1.040102, 5.567568, -1.344216)  0.000
H (-0.456874, 4.296833, -2.440773)  0.000
H (0.425150, 4.651336, -0.943032)  0.000
N (-1.150386, -2.015254, 0.229207)  -0.001
C (-0.033426, -2.911382, 0.452195)  0.001
C (0.692314, -3.393932, -0.629461)  0.000
C (1.870914, -4.082738, -0.406189)  0.000
C (2.330935, -4.292332, 0.887963)  -0.001
C (1.560480, -3.871433, 1.957345)  0.001
C (0.375057, -3.176593, 1.748977)  0.000
S (3.942134, -5.046812, 1.157794)  0.000
O (3.972064, -6.160217, 0.226953)  0.000
O (4.864107, -3.965784, 0.822216)  0.000
O (3.935619, -5.404783, 2.565569)  0.000
H (-1.591212, -2.219427, -0.660369)  0.000
H (-1.845093, -2.158206, 0.954604)  0.001
H (0.353407, -3.195767, -1.641597)  0.000
H (2.456781, -4.453261, -1.238193)  0.000
H (1.912416, -4.084252, 2.958936)  0.000
H (-0.214412, -2.823376, 2.587796)  0.000

Cartesian forces, eV/Å:
Ti -0.838 -0.119 -0.835
C -0.090 -0.102 -0.025
C 0.285 0.248 0.034
N 0.033 -0.248 0.860
N -0.084 0.195 -0.070
C -0.007 -0.052 -0.026
N 0.088 -0.048 0.119
S 0.126 -0.089 -0.099
C -0.175 0.049 0.061
C 0.037 -0.120 -0.181
C -0.011 0.008 -0.061
C 0.006 0.010 -0.012
C 0.011 -0.017 0.067
N 0.151 0.199 0.442
H -0.005 0.004 -0.013
H 0.011 0.011 0.001
H 0.012 0.012 0.011
H -0.028 -0.004 -0.032
H -0.047 0.020 -0.033
H 0.004 -0.007 0.012
H 0.008 0.014 -0.015
H 0.016 0.012 0.037
H 0.016 0.024 -0.005
C 0.029 -0.055 -0.008
C 0.026 0.007 0.030
C -0.033 -0.125 0.084
C 0.074 0.019 -0.138
C 0.115 0.126 -0.127
C -0.062 0.011 0.025
C -0.017 -0.089 -0.082
C -0.125 0.046 0.001
C 0.016 -0.016 0.083
C 0.044 0.011 -0.031
C -0.006 -0.003 0.021
C 0.010 -0.005 -0.029
C 0.002 -0.006 0.038
C -0.060 0.020 -0.166
C 0.002 0.002 0.048
N 0.241 -0.020 -0.157
H -0.001 -0.017 0.000
H -0.004 -0.004 -0.004
H -0.007 -0.003 -0.001
H 0.001 0.006 0.015
H -0.002 -0.003 -0.014
H -0.009 0.007 -0.007
H -0.010 0.003 -0.004
H 0.001 0.003 -0.001
H 0.003 0.001 -0.010
H 0.036 -0.002 0.076
C 0.064 0.095 -0.044
P -0.141 0.004 0.056
C -0.030 0.084 -0.057
C -0.059 0.010 0.021
O 0.310 -0.116 0.079
H 0.012 -0.016 0.006
H 0.012 -0.058 0.077
H 0.025 -0.009 0.009
H 0.014 0.010 -0.003
H 0.023 -0.022 -0.020
H -0.005 -0.043 -0.035
H -0.011 -0.006 0.016
H -0.013 -0.024 0.000
H -0.005 -0.025 0.011
N 0.010 0.151 0.055
C 0.110 0.026 -0.004
C -0.070 -0.015 0.068
C 0.050 -0.008 -0.100
C -0.027 -0.015 -0.006
C 0.004 0.015 0.114
C 0.012 -0.009 -0.063
S 0.022 -0.032 -0.012
O -0.004 0.042 0.031
O -0.020 0.060 -0.011
O -0.014 0.002 -0.024
H 0.001 0.007 -0.089
H -0.052 -0.019 0.045
H -0.006 0.002 0.002
H 0.014 -0.010 0.023
H 0.010 -0.010 -0.010
H -0.018 0.013 -0.015

Properties
expectation value of S² = 0.76
2S+1 = 2
HOMO (alpha / beta) = -7.161 / -7.161 eV
frontier orbital gap (alpha / beta) = 6.160 / 5.850 eV
net charge = 0

***

Entry 2:
Molecular formula: C4H12NO2P
Method: DFT, the ωB97M-V functional and the def2-TZVPD basis

Last column: natural (NBO) charge in e.
CARTESIAN COORDINATES (ANGSTROEM)
C (2.196355, 0.089301, -0.481723)  -0.603
C (1.445954, -0.923644, 0.350342)  -0.451
C (0.127758, -0.393475, 0.952753)  -0.493
C (-1.336056, 0.523334, -0.572801)  -0.315
N (-1.372585, 1.904385, -0.506891)  -0.819
O (-3.929531, 0.420513, -0.212861)  -1.007
O (-2.572134, -1.734095, -0.282348)  -0.996
P (-2.582246, -0.200132, 0.520533)  1.319
H (2.258859, 1.027374, 0.191792)  0.202
H (3.089113, -0.357620, -0.922739)  0.217
H (1.550898, 0.475939, -1.313610)  0.193
H (2.168002, -1.241085, 1.112029)  0.202
H (1.144458, -1.800595, -0.279792)  0.201
H (0.151354, 0.477155, 1.631120)  0.174
H (-0.534125, -1.179356, 1.546634)  0.195
H (-1.028160, -0.068012, -1.477047)  0.233
H (-0.720426, 2.507887, -0.929157)  0.393
H (-4.176434, -0.205295, -0.906260)  0.490
H (-1.656921, 2.020384, 0.520369)  0.374
H (-3.153067, -2.373937, 0.225882)  0.492

Cartesian forces, eV/Å:
C -1.667 2.009 0.097
C -1.368 -0.525 -0.271
C -2.205 -0.399 -0.054
C 2.446 -2.287 0.834
N -1.941 -1.508 2.767
O -0.372 -0.477 0.402
O -1.055 0.185 1.688
P -0.191 -1.159 -1.553
H 0.950 -1.380 -1.124
H 0.248 0.614 0.381
H 0.483 -0.544 0.416
H -0.412 -0.344 0.199
H 0.528 0.472 0.571
H 0.443 -0.122 -0.425
H 1.633 1.226 -1.399
H -0.427 1.012 0.775
H 1.035 0.461 -0.083
H -0.111 0.262 -0.283
H 0.854 1.415 -2.166
H 1.129 1.088 -0.773

Properties
HOMO = -7.540 eV
frontier orbital gap = 8.254 eV
net charge = 0

***

Entry 3:
Molecular formula: C5H15NO
Method: DFT, the ωB97M-V functional and the def2-TZVPD basis

Last column: natural (NBO) charge in e.
CARTESIAN COORDINATES (ANGSTROEM)
C (-1.592751, 0.230156, -1.006290)  -0.217
C (-0.642255, -0.098868, 0.169843)  -0.469
C (0.514997, 0.897120, 0.286324)  -0.224
C (1.555601, 0.366082, 1.257401)  -0.638
C (-0.025351, 2.236472, 0.797389)  -0.606
N (-1.857574, -0.886229, -1.928641)  -0.870
H (-2.569567, 0.552991, -0.633953)  0.167
H (-1.183466, 1.027585, -1.593101)  0.173
H (-0.283088, -1.094734, -0.033028)  0.251
H (-1.192560, -0.234686, 1.109016)  0.180
H (0.906630, 0.922556, -0.733774)  0.194
H (2.334040, 1.088266, 1.525917)  0.184
H (1.062928, -0.037299, 2.146438)  0.197
H (2.118014, -0.472147, 0.845808)  0.240
H (0.782728, 2.969002, 0.873984)  0.194
H (-0.797701, 2.668968, 0.158355)  0.196
H (-0.488611, 2.052612, 1.766380)  0.196
H (-1.036328, -1.043324, -2.478917)  0.340
H (-2.022981, -1.745148, -1.418198)  0.340
H (0.867731, -3.626400, -0.315828)  0.312
H (2.151996, -2.939681, -0.704000)  0.333
O (1.397569, -2.833302, -0.091124)  -1.475

Cartesian forces, eV/Å:
C -0.648 -0.926 0.653
C -0.426 -0.187 -0.433
C -0.688 -0.511 0.459
C 0.579 -0.498 -0.165
C 0.240 -0.041 -0.542
N -0.417 0.450 0.117
H 0.084 0.233 0.022
H 0.197 0.611 -0.371
H 0.635 -0.298 -0.088
H 0.008 0.448 0.071
H 0.316 0.527 0.084
H -0.312 0.244 0.149
H 0.080 0.286 0.146
H -0.235 -0.175 -0.175
H -0.093 0.036 0.224
H -0.014 -0.080 -0.132
H 0.131 0.174 0.202
H 0.517 -0.308 -0.261
H 0.069 -0.020 0.077
H -0.061 0.003 0.097
H 0.060 0.064 -0.006
O -0.020 -0.032 -0.126

Properties
expectation value of S² = 0.75
2S+1 = 2
HOMO (alpha / beta) = 0.891 / -5.946 eV
frontier orbital gap (alpha / beta) = 2.676 / 9.469 eV
net charge = -1

***

Maximum force values (in eV/Å) by entry order: 1.19, 3.70, 1.31.
M values (in g/mol) by entry order: 709.6, 137.1, 105.2.
Electronic energy values (in eV) by entry order: -104945.3618, -19214.1920, -8964.7978.